Entry 1:
DFT (ωB97M-V/def2-TZVPD) results for a molecular structure, C31H28F12N3O3PSTeTi.

Values from the calculation:
- E_HOMO (spin up / spin down) (eV) = 0.3 / 0.3
- Kohn-Sham gap (spin up / spin down) (eV) = 3.399 / 3.418
- ΔE to the lowest compared entry with this formula, charge and spin (kcal/mol) = 42.7

Structure (ORCA input):
```
! wB97M-V def2-TZVPD RIJCOSX def2/J DEFGRID3
* xyz -2 1
N -6.4264 1.3629 -0.2225
C -5.3979 -4.0471 3.3210
H -4.1472 -5.3622 1.3504
H 4.2886 -0.9981 0.7378
C 0.1042 2.1124 -3.6396
C -2.1445 -2.2918 2.5170
H -0.0703 -3.1810 3.5631
H 0.8058 3.4440 3.5286
C -1.2455 2.0096 2.5439
C 0.9527 -6.7437 -3.6141
F -5.8608 -3.0885 4.1470
H -1.9783 -4.8625 0.3348
C -3.5787 -4.5039 1.6915
H 0.1205 -4.1684 -3.9686
F -0.0702 3.4250 -3.4687
Ti -0.1513 -0.0637 0.0772
C 0.1297 0.8341 4.2502
C -4.0841 -3.6911 2.6912
H 4.3847 -0.2644 -2.5006
F 0.4834 -6.4064 -4.8312
F 1.4158 1.8682 -3.6941
H -0.5695 -0.0063 4.2887
O -0.1377 -0.1682 -2.3319
C 2.5506 -2.9108 1.4590
H 3.8113 0.4366 1.6748
H 4.9931 0.5974 0.3422
F -0.4138 1.7781 -4.8288
F 5.4255 -2.7726 4.5155
F -6.3642 -4.2832 2.4054
O -2.1054 1.3026 -2.6822
P -0.0762 -2.4328 0.6334
H 2.7432 -0.7471 -3.0123
C 0.0291 -3.4720 -1.9364
C -2.3440 -4.2156 1.1221
H 0.7313 -5.3374 0.7923
H 3.6100 -1.7222 -1.8020
Te 2.5323 0.4856 -0.6513
F 0.4038 -7.9402 -3.3012
H -3.7743 -1.9160 3.8554
F 4.0473 -3.6745 5.9262
H 1.5556 0.0090 2.1486
H 1.1219 0.4498 4.5087
C -5.5301 0.6305 -0.1076
F 2.2801 -6.9608 -3.7555
H 2.1235 2.2951 3.2068
C 0.2540 -4.4271 -2.9267
H 1.7579 -3.5752 5.1691
C 0.9526 -3.1693 3.2135
C 4.1050 0.0737 0.6904
F 4.9900 -4.8904 4.3998
F -5.3041 -5.1848 4.0662
C 3.5822 -3.1627 2.3520
C 1.2254 -2.9046 1.8805
C 1.9843 -3.3998 4.1256
H 1.2551 3.0359 1.8552
C -1.5901 -3.1172 1.5393
H -0.1704 1.5611 5.0196
C 3.4440 -0.7111 -2.1790
H -1.2860 2.4669 1.5519
O -0.3011 1.8561 -1.0665
H 2.7682 -2.6996 0.4176
H -1.9927 1.2120 2.5613
H -0.2625 -2.4631 -2.2066
H -1.5336 2.7688 3.2825
C -3.3670 -2.5793 3.1036
N -4.6228 -0.3068 0.0477
N -2.1782 -0.1252 0.0354
C -3.3479 -0.1265 0.0228
C 0.1486 1.4591 2.8469
C 3.2926 -3.3950 3.6876
C 0.5846 0.4154 1.8093
C 0.8373 -6.0333 -1.2340
C 0.6584 -5.6994 -2.5660
H 4.6120 -3.1650 2.0122
C 1.1397 2.6337 2.8637
C 4.4288 -3.6772 4.6320
C 0.1868 -3.7924 -0.5949
H 1.1563 -7.0325 -0.9609
H -1.6087 -1.3836 2.7809
C 0.5968 -5.0779 -0.2520
S -0.7303 1.1838 -2.2976
*
```

***

Entry 2:
DFT (ωB97M-V/def2-TZVPD) results for C12H17P in the gas phase.

Values from the calculation:
- E_HOMO (eV) = -7.8
- Kohn-Sham gap (eV) = 8.256
- SMILES string = CC1=C=C[C@@]2(C)[C@@H](C(C)=C1C)P2C
- ΔE to the lowest compared entry with this formula, charge and spin (kcal/mol) = 106.2

Structure (ORCA input):
```
! wB97M-V def2-TZVPD RIJCOSX def2/J DEFGRID3
* xyz 0 1
C -0.9400 -0.0465 1.5834
C 3.0323 -1.3990 -0.3338
H -0.5487 1.9932 -2.1694
C -2.0540 2.2277 1.0987
C -1.3391 -1.5842 -0.1870
P 1.4415 -1.1414 0.5361
H 3.3552 -2.4307 -0.4816
H 1.4970 -1.9333 -2.2947
H 3.8382 -1.0247 0.3492
H -1.7244 0.3846 3.4483
H -2.0058 -2.1721 -0.7085
H 1.2330 0.1338 -1.7503
C -1.6240 -1.0587 0.9711
C 0.4261 -2.2189 -1.9785
H -0.2866 -1.8532 -2.7687
H 3.1302 -0.8335 -1.2283
H 0.0450 1.0227 3.1236
H -0.2505 3.2282 -1.0521
C -0.1271 1.1205 -0.3757
H -2.9412 1.5569 1.2800
H 0.3365 -3.3117 -1.9618
H 0.9815 2.2469 -1.7908
C -0.7012 0.1884 2.9925
C 0.0839 -1.4831 -0.7662
H -2.3178 2.9319 0.3034
C 0.0558 2.2404 -1.3151
H -2.0337 2.7927 2.0727
H -0.2240 -0.6787 3.4976
C 0.6304 -0.0575 -0.7710
C -0.9689 1.1594 0.6768
*
```

***

Entry 3:
DFT (ωB97M-V/def2-TZVPD) results for a molecular structure, C13H17NNiO7.

Values from the calculation:
- E_HOMO (spin up / spin down) (eV) = -8.7 / -8.7
- Kohn-Sham gap (spin up / spin down) (eV) = 8.667 / 8.626
- ΔE to the lowest compared entry with this formula, charge and spin (kcal/mol) = 5.6

Structure (ORCA input):
```
! wB97M-V def2-TZVPD RIJCOSX def2/J DEFGRID3
* xyz 0 3
C 2.2485 -1.8738 -2.3393
O 0.7149 -3.2514 -1.0884
C 1.7832 -3.2624 -1.8489
C 3.1873 -1.4430 0.1339
H 1.6077 2.0410 -2.4814
O -1.0888 -1.0567 1.1661
H 0.1772 -1.5632 -3.0790
H -1.9034 1.9969 4.1008
H 3.1876 1.3241 -2.8051
C -4.1785 1.6086 2.5415
C 1.0480 -1.0074 -2.7416
C -2.0673 0.4352 2.7712
H -0.3904 1.7067 2.0081
O 2.3456 -4.2687 -2.2187
C -3.5292 0.2396 2.3006
C 1.4739 0.1695 -3.6090
H 0.6152 0.6485 -4.0758
O -0.1379 0.9305 1.4391
H 2.1520 -0.1566 -4.3961
H -4.9638 1.8311 1.8214
O 0.7112 -0.3481 -1.4745
O 2.0996 -1.5672 0.8464
H 2.0076 0.8429 -0.3660
C 2.0227 0.2843 -1.2974
H -3.5542 -0.0403 1.2482
O 4.3072 -1.6255 0.5627
Ni 0.4400 -1.7493 -0.0116
H -3.1578 3.5339 2.9417
H -4.0172 -0.5577 2.8554
C -1.0529 0.0386 1.7084
H -2.7346 2.7635 1.4143
H 3.9479 -0.6448 -1.6903
H -4.6182 1.6522 3.5403
C -2.9992 2.5719 2.4586
C 2.1480 1.0998 -2.5741
H 2.9049 -2.0453 -3.1905
C 2.9698 -0.9271 -1.3040
N -1.8775 1.8593 3.0985
H -1.8292 -0.1897 3.6344
*
```

***

Entry 4:
DFT (ωB97M-V/def2-TZVPD) results for C4H8ClF in the gas phase.

Values from the calculation:
- E_HOMO (eV) = -10.6
- Kohn-Sham gap (eV) = 11.565
- SMILES string = C[C@@H](F)[C@@H](C)Cl
- ΔE to the lowest compared entry with this formula, charge and spin (kcal/mol) = 31.6

Structure (ORCA input):
```
! wB97M-V def2-TZVPD RIJCOSX def2/J DEFGRID3
* xyz 0 1
H 0.8720 1.0824 1.3829
H 1.7008 1.9792 0.1749
H -0.5186 -0.5557 1.5743
C -0.5706 -0.4726 -0.5874
H -0.3626 1.8912 0.2565
H -0.4215 -2.0677 0.5962
C 0.6815 0.2571 -0.5684
C -0.9557 -1.1181 0.6937
H -0.4616 -1.2079 -1.4211
F -1.5411 0.2964 -1.0672
Cl 2.1569 -0.6184 -0.4615
H -1.9931 -1.4526 0.6593
H 0.6744 0.4911 -1.6292
C 0.7392 1.4953 0.3970
*
```

***

Entry 5:
DFT (ωB97M-V/def2-TZVPD) results for a molecular structure, C30H30AsBF4N3O10Sm.

Values from the calculation:
- E_HOMO (spin up / spin down) (eV) = -8.4 / -8.4
- Kohn-Sham gap (spin up / spin down) (eV) = 7.759 / 7.764

Structure (ORCA input):
```
! wB97M-V def2-TZVPD RIJCOSX def2/J DEFGRID3
* xyz 0 6
C -2.5473 1.5871 0.6801
C 1.9285 2.0268 -1.8397
C -0.0732 -0.4909 -2.7743
C 0.0740 -3.9185 -2.7559
F 1.7754 -1.0769 2.8551
C -4.3782 -0.9859 5.4640
C -5.2179 -1.9380 3.4256
H -5.9782 -2.4931 2.8957
C -3.8237 -0.2210 -2.3810
C 2.8332 1.6862 -2.8403
H -3.9710 -1.6649 1.6923
C 2.1872 1.7497 -0.3685
H 1.6029 -5.1565 0.6025
O 2.4064 -0.5425 0.3197
F 1.8106 -2.9396 1.5589
B 1.3206 -2.3983 2.7633
Sm 0.3463 -0.6622 0.8957
H -3.5644 2.2153 2.1546
H 4.7230 5.8151 2.0647
C 3.0393 0.3971 -0.2228
H -0.1672 -5.0693 0.5238
O 0.9334 1.4776 0.2649
C 1.2880 2.4022 -4.5384
C 4.2368 4.9755 1.5886
H -2.4919 0.0365 5.3067
N -1.9943 -0.3110 2.7466
C 4.0106 3.4867 -0.2793
O 0.8526 -0.6500 -2.0240
H 2.8605 4.6558 3.1981
C 0.3943 2.7762 -3.5483
C -2.5993 -0.5050 -2.9691
C 0.7509 -5.0511 -0.0648
H 4.3358 3.1516 -1.2486
H 0.5073 2.3182 0.4999
N -1.0771 0.2789 3.4107
H 1.0391 2.5409 -5.5823
C 4.6618 4.5315 0.3485
C -3.2637 -0.5151 4.7973
C 3.1873 4.3295 2.2201
H -0.6702 -0.3782 -4.6135
C 2.6534 -2.8996 -1.4227
H -4.4921 -0.7992 6.5212
H -0.5581 3.2187 -3.8133
H 3.1326 -2.3460 -0.6157
H 3.1522 -3.8545 -1.5856
F 1.6036 -3.1496 3.8353
O -3.6978 1.6722 1.3598
N -1.4581 0.4684 -1.1055
C 2.5107 1.8631 -4.1755
C -3.1248 -0.7740 3.4362
As 0.7947 -3.3236 -1.0076
O -1.9360 -0.4753 1.4357
H 2.6913 -2.2955 -2.3293
H 3.2190 1.5733 -4.9399
O -1.5710 2.2440 0.9640
H 1.7494 2.7524 2.1343
H 0.1105 -3.1187 -3.4922
C -4.1030 -1.4804 2.7471
O -0.3333 -2.3230 -0.3544
H -0.9582 -4.2412 -2.6002
H 0.6639 -4.7588 -3.1220
F -0.1150 -2.2903 2.5520
O 4.1805 0.3942 -0.6425
O 0.0816 -0.6909 -4.0903
C 2.5425 3.2690 1.6060
C -2.6349 0.7869 -0.5777
C -5.3567 -1.6967 4.7827
O -0.0790 0.6860 2.7361
C -3.8507 0.4472 -1.1713
H 5.4979 5.0084 -0.1399
C 2.9280 2.8629 0.3295
H -2.5662 -1.0336 -3.9110
H -4.7419 -0.4940 -2.8773
H -0.0095 2.8859 -1.4640
H -6.2196 -2.0776 5.3098
H 0.7374 -5.8696 -0.7846
H 3.7773 1.2377 -2.5713
C -1.4403 -0.1424 -2.2840
H -4.7783 0.7030 -0.6848
C 0.7097 2.5906 -2.2138
*
```

***

Entry 6:
DFT (ωB97M-V/def2-TZVPD) results for C17H19N3O4 in the gas phase.

Values from the calculation:
- E_HOMO (eV) = -8.2
- Kohn-Sham gap (eV) = 8.784
- SMILES string = COc1ccc(NC(=O)C[C@@H](NCc2ccccn2)C(=O)O)cc1
- ΔE to the lowest compared entry with this formula, charge and spin (kcal/mol) = 38.3

Structure (ORCA input):
```
! wB97M-V def2-TZVPD RIJCOSX def2/J DEFGRID3
* xyz 0 1
H -0.8878 -1.5702 1.1338
H -5.4743 -2.3303 1.5588
H 3.8778 2.1074 -0.0352
C -5.7441 -1.2820 1.3961
C 1.7897 1.9566 0.3950
H -3.2336 -1.6096 1.7770
C 0.7891 1.7614 1.3439
H 3.4738 2.1305 1.6986
N 3.5359 0.2498 0.8481
C 2.4747 -0.6250 -1.3090
H 2.3208 0.2796 -1.8997
C 1.2171 -0.9301 -0.5138
H 4.4819 0.0714 -0.9829
H 2.6731 -1.4647 -1.9813
N 1.5220 2.3464 -0.8444
C 3.7117 -0.4610 -0.4056
C 0.2616 2.5624 -1.1830
H 1.0433 1.4397 2.3424
C -3.5604 -0.4040 -1.3712
H 0.2103 -0.4326 -2.1978
H -1.3269 1.8219 1.6884
H -5.3536 -0.6742 2.2189
C 4.3177 -1.8425 -0.0862
C -3.9495 -0.8423 -0.1038
H 4.7982 -1.0352 1.5423
C -2.2310 -0.3849 -1.7261
N 0.0876 -0.7354 -1.2412
C -2.9719 -1.2606 0.7908
H -1.9446 -0.0424 -2.7107
H 2.7822 -0.2083 1.3639
C -1.6349 -1.2417 0.4318
O 4.9328 -1.8938 1.0881
H 0.1068 2.8847 -2.2053
O 1.2323 -1.2901 0.6474
H -1.8164 2.5672 -0.6404
O 4.2766 -2.7642 -0.8504
C -1.2498 -0.8016 -0.8269
O -5.2882 -0.8188 0.1483
H -4.3245 -0.0835 -2.0613
C -0.5275 1.9763 0.9791
H -6.8286 -1.1903 1.3657
C 3.2342 1.6730 0.7326
C -0.8035 2.3910 -0.3150
*
```